This record from OMol25 describes a molecular structure, C29H47N5O2Pt in a non-equilibrium geometry. The level of theory is the ωB97M-V functional and the def2-TZVPD basis.

The geometry in XYZ format:
```
84
Properties=species:S:1:pos:R:3:forces:R:3:lowdin_spin:R:1
Pt -0.624013 -0.783616 -0.341594 2.9 2.9 -1.6 0.978
C -2.462516 -4.187169 0.366255 0.8 -1.3 0.0 0.074
C -1.752283 -2.097585 0.374614 -1.1 -1.2 -0.3 0.141
N -1.335968 -3.374282 0.538107 0.3 0.3 -0.2 0.017
H -4.551533 -3.712776 -0.054124 0.6 0.3 0.3 0.045
N -3.097350 -2.064104 0.222524 0.3 0.2 -0.2 0.020
H -2.421240 -5.280468 0.302782 0.0 0.7 0.2 0.051
C -0.127553 -0.589308 -2.351735 0.0 -0.4 0.4 0.058
C 0.642868 0.476575 -2.879760 -0.7 -0.6 -0.7 0.048
C 0.725473 0.639138 -4.278003 0.0 -0.2 0.5 0.008
C 0.071197 -0.259780 -5.136296 0.1 0.2 0.2 0.001
C -0.598146 -1.367369 -4.619313 0.3 0.0 0.4 0.016
C -0.659208 -1.550222 -3.235126 0.0 0.6 -0.6 0.009
H 1.118978 1.152133 -2.157562 -0.1 0.0 -0.7 0.032
H 1.288467 1.471535 -4.719684 -0.2 -0.2 0.2 0.002
H -1.076678 -2.067820 -5.313991 0.2 0.2 0.3 0.017
H -1.159380 -2.426766 -2.834668 -0.1 0.1 0.0 0.005
C 0.062400 -0.048049 -6.622409 0.0 0.0 -0.2 0.005
H -0.352836 -0.944732 -7.091843 0.1 0.2 -0.2 0.002
H 1.070264 0.127249 -7.013880 -0.1 0.0 0.0 0.000
H -0.564575 0.805597 -6.911055 0.1 -0.1 0.0 0.000
C 0.175268 -3.706389 0.569331 -0.5 0.7 -0.1 0.005
C 0.282745 -5.105648 1.095293 0.0 -0.4 0.1 0.065
C 0.888758 -3.589801 -0.780736 0.3 0.0 -0.6 0.012
H -0.160273 -5.800115 0.380188 0.0 -0.2 0.2 0.027
H 1.333490 -5.374531 1.235726 -0.1 0.0 -0.1 0.008
H -0.215831 -5.153017 2.064942 -0.1 -0.3 0.0 0.014
H 1.989948 -3.046052 1.532637 -0.3 -0.4 0.0 0.001
H 0.550032 -2.778254 2.526580 -0.1 0.0 -0.1 0.002
H 0.999447 -2.557058 -1.154706 -0.4 -0.4 0.3 0.001
C 0.925604 -2.762380 1.500714 0.6 0.7 0.5 0.004
H 0.430512 -4.193651 -1.566522 -0.1 0.0 0.0 0.016
H 1.923252 -3.948079 -0.648216 -0.3 -0.2 0.1 0.004
H 0.959703 -1.705026 1.174137 -0.3 -0.9 0.1 0.001
C -3.528046 -3.398510 0.182763 -1.4 0.3 -0.5 0.070
C -3.540395 -0.260122 -1.578546 0.2 0.1 -0.6 0.010
H -3.797648 -0.993287 -2.345668 -0.1 -0.1 0.1 0.012
H -4.131728 0.652481 -1.765000 -0.2 -0.3 0.2 0.001
C -3.803922 -0.742685 -0.144960 0.9 -0.2 0.1 0.006
H -4.053601 1.225044 0.698386 -0.1 -0.4 0.0 0.000
C -5.269794 -0.980584 0.087151 -0.4 0.0 0.0 0.046
H -5.406349 -1.304994 1.121482 -0.2 -0.1 -0.1 0.011
H -2.494720 0.061279 -1.755288 -0.5 -0.5 0.3 0.001
H -2.382328 0.889418 0.365996 -0.4 -0.7 0.2 0.001
H -5.640052 -1.727855 -0.617239 -0.2 -0.1 0.2 0.021
H -5.837779 -0.055911 -0.058844 0.1 -0.1 0.0 0.004
C -3.310029 0.409341 0.737849 0.1 0.8 0.4 0.007
H -3.151764 0.156302 1.789594 0.0 -0.2 -0.2 0.002
C 3.439242 3.461161 0.913344 -0.6 0.2 0.3 0.091
N 3.092790 2.300646 0.229229 4.9 -3.6 2.3 0.278
H 2.338233 5.304900 1.114950 -0.5 0.5 0.1 0.015
N 1.440996 3.579345 0.022604 -5.3 4.2 1.0 0.287
H 4.357615 3.731962 1.388354 0.5 -0.4 0.2 0.014
C 3.746832 0.883961 0.357559 -0.5 1.1 0.2 0.028
C 5.208371 1.103777 0.004634 0.1 -0.1 -0.3 0.003
C 3.598449 0.286468 1.766038 0.0 0.0 0.1 0.013
H 5.669269 1.773956 0.743200 0.1 -0.1 -0.3 0.001
H 5.752060 0.148170 -0.014598 -0.1 0.2 0.1 0.000
H 5.245288 1.551469 -0.998142 0.2 0.0 0.3 0.002
H 3.597452 -1.080281 -0.482224 0.0 0.3 0.0 0.001
H 3.099043 0.170652 -1.634293 0.0 0.1 0.1 0.004
H 2.542543 0.098982 2.016417 0.5 0.3 -0.1 0.001
C 3.083297 -0.112711 -0.580983 -0.2 -0.1 -0.1 0.025
H 4.059959 0.902085 2.544435 -0.1 0.1 -0.1 0.000
H 4.110579 -0.691963 1.769912 -0.1 0.3 0.0 0.003
H 2.040627 -0.303338 -0.283942 0.2 0.2 -0.2 0.015
C 2.367982 4.292056 0.780243 0.2 -0.6 0.4 0.091
C -0.850237 3.482872 1.247717 0.0 -0.1 0.1 0.014
H -0.522369 4.076255 2.103306 0.2 0.0 -0.1 0.000
H -1.929880 3.664033 1.110743 0.3 0.1 0.0 0.003
C -0.130018 3.821199 -0.061311 1.4 -0.2 0.3 0.032
H -1.843479 3.119132 -1.134754 0.2 0.1 0.0 0.000
C -0.250867 5.291364 -0.413950 -0.1 0.1 -0.3 0.003
H 0.338084 5.458245 -1.326639 -0.1 0.2 0.3 0.001
H -0.759000 2.422781 1.502997 0.1 0.2 0.0 0.001
H -0.642190 1.873191 -0.880575 0.1 0.2 -0.1 0.017
H 0.131733 5.908321 0.409995 -0.1 0.0 -0.3 0.001
H -1.296878 5.559048 -0.618577 0.2 0.0 0.2 0.000
C -0.758292 2.939509 -1.127524 0.1 -0.2 -0.1 0.024
H -0.378770 3.126018 -2.134454 0.1 0.0 0.1 0.002
C 2.212512 2.752166 -0.631359 -1.5 -2.8 -4.1 1.038
O 0.139024 1.064228 3.109466 0.8 0.5 0.8 0.012
N 0.437466 0.257889 2.251299 -1.5 -0.1 -0.3 0.009
O -0.611534 -0.294645 1.743698 0.6 0.7 1.0 0.087
```
Forces are in eV/Å.

ΔE to the lowest compared entry with this formula, charge and spin ... 2.5 kcal/mol
Highest occupied orbital energy (spin up / spin down) ... 2.53 / -1.73 eV
Multiplicity ... 5
Kohn-Sham gap (spin up / spin down) ... 1.776 / 6.009 eV
Total charge ... -2
<S²> ... 6.02